Entry from the OMol25 dataset: a molecular structure, C37H53N8O6PPbS (wB97M-V/def2-TZVPD).

Properties
LUMO energy in eV: -7.416
Gap between HOMO and LUMO in eV: 5.629
Charge: +2

Last column: Löwdin charge in e.
Element x y z (Å)
Pb (-0.216, 1.384, 0.713)  1.387
C (0.363, 3.427, 6.196)  -0.029
C (-0.801, 4.137, 5.900)  0.040
C (-1.342, 4.194, 4.609)  0.019
C (-0.667, 3.582, 3.593)  -0.286
C (0.566, 2.832, 3.810)  -0.607
C (1.045, 2.810, 5.178)  -0.077
N (-1.168, 3.443, 2.281)  -0.040
N (-2.093, 4.189, 1.944)  0.146
C (-2.678, 3.818, 0.700)  -0.296
C (-3.647, 4.662, 0.201)  0.033
C (-4.353, 4.253, -0.927)  -0.005
C (-4.071, 3.018, -1.473)  -0.011
C (-3.063, 2.238, -0.908)  -0.095
N (-2.367, 2.633, 0.152)  0.029
H (0.721, 3.374, 7.213)  0.127
H (-1.327, 4.638, 6.704)  0.135
H (-2.290, 4.678, 4.422)  0.127
H (1.348, 3.023, 3.070)  0.122
H (1.964, 2.272, 5.369)  0.128
H (-3.847, 5.597, 0.703)  0.129
H (-5.126, 4.882, -1.346)  0.128
H (-4.619, 2.641, -2.325)  0.112
H (-2.802, 1.274, -1.322)  0.090
O (-0.068, -4.683, -1.665)  0.208
C (-0.204, -3.877, -0.801)  -0.213
C (0.736, -3.614, 0.385)  -0.285
O (1.640, -4.305, 0.795)  0.139
C (0.313, -2.338, 0.913)  -0.127
C (-0.774, -1.759, 0.292)  -0.287
O (-1.305, -0.625, 0.459)  -0.178
C (-1.277, -2.772, -0.726)  -0.218
O (-2.309, -2.718, -1.324)  0.174
O (1.059, -1.692, 1.893)  0.073
O (-0.179, 1.103, -1.707)  -0.481
P (-0.436, 1.137, -3.194)  0.560
N (-1.982, 0.729, -3.574)  -0.202
C (-2.840, 1.416, -4.557)  -0.177
C (-3.961, 0.407, -4.824)  -0.148
C (-4.018, -0.437, -3.551)  -0.146
C (-2.548, -0.567, -3.173)  -0.201
N (0.583, 0.088, -3.947)  -0.163
C (1.448, -0.852, -3.209)  -0.183
C (1.166, -2.192, -3.876)  -0.162
C (1.026, -1.791, -5.342)  -0.146
C (0.253, -0.471, -5.279)  -0.171
N (-0.224, 2.637, -3.812)  -0.186
C (-0.479, 3.860, -3.042)  -0.194
C (0.423, 4.891, -3.713)  -0.160
C (0.395, 4.457, -5.177)  -0.156
C (0.438, 2.932, -5.097)  -0.182
H (-2.297, 1.661, -5.471)  0.107
H (-3.222, 2.355, -4.145)  0.094
H (-3.693, -0.227, -5.671)  0.118
H (-4.904, 0.895, -5.067)  0.116
H (-4.493, -1.405, -3.698)  0.123
H (-4.570, 0.082, -2.763)  0.106
H (-2.084, -1.394, -3.724)  0.116
H (-2.386, -0.754, -2.110)  0.079
H (1.216, -0.824, -2.145)  0.087
H (2.497, -0.573, -3.335)  0.120
H (0.227, -2.611, -3.503)  0.100
H (1.954, -2.924, -3.703)  0.121
H (0.516, -2.534, -5.952)  0.120
H (2.014, -1.625, -5.774)  0.119
H (-0.824, -0.641, -5.360)  0.101
H (0.547, 0.209, -6.079)  0.107
H (-0.240, 3.706, -1.988)  0.094
H (-1.532, 4.162, -3.115)  0.110
H (1.437, 4.811, -3.316)  0.118
H (0.075, 5.911, -3.561)  0.116
H (1.222, 4.856, -5.761)  0.118
H (-0.535, 4.783, -5.646)  0.118
H (1.465, 2.558, -5.089)  0.119
H (-0.086, 2.468, -5.935)  0.102
C (-0.180, -5.979, 6.809)  -0.102
C (1.098, -5.146, 6.769)  -0.252
C (1.025, -3.945, 5.821)  -0.200
C (0.865, -4.390, 4.371)  -0.136
N (0.535, -3.309, 3.425)  0.144
C (1.387, -2.418, 2.962)  -0.366
S (-0.037, 1.046, 3.641)  0.522
N (2.543, -2.147, 3.523)  0.162
C (3.597, -1.338, 2.897)  -0.133
C (4.457, -2.136, 1.915)  -0.173
C (5.032, -1.245, 0.816)  -0.243
C (3.981, -0.795, -0.191)  -0.103
H (-0.158, -6.671, 7.649)  0.080
H (-0.316, -6.581, 5.909)  0.069
H (-1.061, -5.344, 6.930)  0.081
H (1.947, -5.776, 6.490)  0.115
H (1.316, -4.769, 7.768)  0.112
H (1.932, -3.351, 5.964)  0.099
H (0.180, -3.307, 6.093)  0.124
H (0.030, -5.084, 4.310)  0.125
H (1.751, -4.914, 4.001)  0.145
H (-0.302, -3.422, 2.871)  0.163
H (2.779, -2.687, 4.341)  0.141
H (4.194, -0.934, 3.713)  0.135
H (3.114, -0.496, 2.405)  0.104
H (3.847, -2.924, 1.465)  0.107
H (5.265, -2.629, 2.458)  0.119
H (5.814, -1.797, 0.293)  0.116
H (5.525, -0.376, 1.262)  0.115
H (3.507, -1.660, -0.661)  0.075
H (4.429, -0.190, -0.978)  0.079
H (3.193, -0.191, 0.270)  0.054

Cartesian forces (eV/Å) of the 2 atoms listed first:
0.2 0.0 -0.3
-0.1 0.0 0.0

=====

Entry from the OMol25 dataset: a molecular structure, C37H54AlF3O21S in a non-equilibrium geometry (wB97M-V/def2-TZVPD).

Properties
LUMO energy in eV: -12.518
Gap between HOMO and LUMO in eV: 1.492
Charge: +2

Last column: Löwdin charge in e.
Element x y z (Å)
Al (-4.025, -0.413, -4.115)  1.244
C (0.190, 0.912, -0.982)  -0.647
F (0.920, 0.580, 0.091)  0.126
F (-0.396, 2.089, -0.751)  0.143
F (0.983, 0.985, -2.037)  0.160
S (-1.093, -0.393, -1.225)  0.518
O (-0.298, -1.568, -1.500)  -0.228
O (-1.779, -0.421, 0.048)  -0.222
O (-1.892, 0.082, -2.335)  -0.310
O (-5.746, 3.662, 3.194)  0.200
C (-4.879, 3.036, 2.677)  -0.443
O (-5.110, 2.305, 1.551)  0.034
C (-3.892, 1.627, 1.147)  -0.140
C (-2.799, 2.510, 1.711)  -0.136
C (-3.396, 2.910, 3.059)  -0.041
H (-3.914, 1.529, 0.064)  0.107
H (-3.893, 0.644, 1.627)  0.108
H (-2.604, 3.374, 1.078)  0.109
H (-1.872, 1.934, 1.790)  0.094
H (-3.040, 3.869, 3.418)  0.128
H (-3.344, 2.095, 3.786)  0.138
O (3.462, -1.987, -1.297)  0.122
C (2.555, -2.731, -1.062)  -0.465
O (2.014, -3.551, -1.983)  0.018
C (0.965, -4.346, -1.400)  -0.136
C (1.232, -4.314, 0.112)  -0.118
C (1.908, -2.961, 0.287)  -0.088
H (0.902, -5.385, -1.709)  0.134
H (0.010, -3.860, -1.595)  0.106
H (1.973, -5.089, 0.334)  0.130
H (0.348, -4.483, 0.718)  0.113
H (2.701, -2.878, 1.027)  0.118
H (1.164, -2.189, 0.492)  0.096
O (-2.749, -1.201, 3.354)  0.121
C (-1.649, -1.644, 3.543)  -0.484
O (-1.176, -1.897, 4.772)  0.044
C (0.208, -2.336, 4.747)  -0.106
C (0.713, -2.009, 3.336)  -0.138
C (-0.572, -1.952, 2.517)  -0.071
H (0.300, -3.375, 5.054)  0.133
H (0.691, -1.725, 5.509)  0.126
H (1.339, -2.815, 2.955)  0.103
H (1.303, -1.098, 3.340)  0.092
H (-0.875, -2.900, 2.071)  0.135
H (-0.577, -1.136, 1.796)  0.089
O (7.650, -0.928, 1.591)  0.249
C (6.576, -0.422, 1.590)  -0.435
O (6.236, 0.497, 2.496)  0.084
C (4.871, 0.913, 2.322)  -0.116
C (4.237, -0.173, 1.462)  -0.138
C (5.417, -0.703, 0.647)  -0.038
H (4.881, 1.878, 1.817)  0.137
H (4.391, 1.032, 3.288)  0.124
H (3.464, 0.232, 0.802)  0.105
H (3.710, -0.957, 2.008)  0.105
H (5.484, -0.233, -0.330)  0.103
H (5.384, -1.771, 0.443)  0.127
O (-1.356, -1.194, -4.788)  0.011
C (-0.377, -1.894, -4.932)  -0.443
O (-0.491, -3.144, -5.344)  0.078
C (0.760, -3.854, -5.302)  -0.104
C (1.844, -2.817, -4.985)  -0.119
C (1.056, -1.557, -4.555)  -0.036
H (0.888, -4.289, -6.292)  0.133
H (0.787, -4.687, -4.601)  0.125
H (2.445, -2.619, -5.869)  0.120
H (2.480, -3.133, -4.162)  0.096
H (1.422, -0.689, -5.095)  0.131
H (1.031, -1.415, -3.475)  0.096
O (-4.395, -1.008, -1.556)  -0.008
C (-5.030, -1.161, -0.533)  -0.450
O (-6.263, -0.710, -0.400)  0.080
C (-6.737, -0.920, 0.956)  -0.089
C (-5.902, -2.081, 1.508)  -0.100
C (-4.624, -1.964, 0.691)  -0.057
H (-7.792, -1.170, 0.881)  0.136
H (-6.657, 0.017, 1.506)  0.126
H (-6.413, -3.030, 1.373)  0.125
H (-5.672, -1.925, 2.560)  0.125
H (-4.057, -2.849, 0.419)  0.141
H (-3.902, -1.298, 1.182)  0.083
O (2.861, 3.255, 3.480)  0.161
C (1.787, 2.813, 3.770)  -0.454
O (1.104, 3.224, 4.860)  0.056
C (-0.194, 2.601, 4.915)  -0.107
C (-0.017, 1.331, 4.080)  -0.144
C (0.925, 1.819, 3.002)  -0.072
H (-0.882, 3.279, 4.412)  0.117
H (-0.467, 2.315, 5.924)  0.140
H (-0.967, 0.979, 3.667)  0.100
H (0.416, 0.530, 4.677)  0.112
H (0.434, 2.372, 2.197)  0.124
H (1.516, 1.028, 2.544)  0.096
O (-3.869, 1.951, -2.414)  0.043
C (-3.475, 3.064, -2.199)  -0.457
O (-4.024, 3.805, -1.234)  0.052
C (-3.467, 5.127, -1.236)  -0.123
C (-2.808, 5.287, -2.609)  -0.125
C (-2.401, 3.853, -2.916)  -0.047
H (-2.749, 5.243, -0.419)  0.125
H (-4.235, 5.875, -1.054)  0.138
H (-1.989, 6.005, -2.588)  0.127
H (-3.505, 5.724, -3.326)  0.128
H (-1.435, 3.675, -2.438)  0.126
H (-2.361, 3.546, -3.957)  0.135
O (5.360, 2.895, -1.852)  0.214
C (5.295, 1.814, -2.348)  -0.466
O (6.294, 0.921, -2.364)  0.050
C (5.886, -0.268, -3.086)  -0.120
C (4.766, 0.240, -3.981)  -0.130
C (4.068, 1.184, -3.007)  -0.056
H (5.505, -1.040, -2.415)  0.104
H (6.727, -0.682, -3.636)  0.139
H (4.117, -0.516, -4.426)  0.112
H (5.160, 0.769, -4.854)  0.133
H (3.553, 0.612, -2.228)  0.111
H (3.415, 1.908, -3.483)  0.130

Cartesian forces (eV/Å) of the 2 atoms listed first:
1.0 0.2 1.5
-0.5 -0.4 0.3

=====

Entry from the OMol25 dataset: a molecular structure, C37H54AuN3P in a non-equilibrium geometry (wB97M-V/def2-TZVPD).

Properties
LUMO energy (spin up / spin down) in eV: 2.650 / 1.996
Gap between HOMO and LUMO (spin up / spin down) in eV: 6.103 / 5.470
2S+1: 3
Charge: -1

Last column: Löwdin spin population.
Element x y z (Å)
Au (-0.934, 0.088, -0.968)  0.257
N (-2.206, -2.544, 2.546)  0.081
N (-2.994, 2.290, 0.496)  0.002
C (-0.275, -1.421, -2.729)  0.001
C (-1.421, -2.300, -2.547)  0.006
C (-1.203, -3.080, -1.387)  0.030
C (-2.214, -3.876, -0.647)  0.032
H (-3.189, -3.830, -1.145)  0.000
H (-2.326, -3.523, 0.395)  0.015
H (-1.912, -4.932, -0.614)  0.002
C (0.094, -2.794, -0.876)  0.092
C (0.654, -3.395, 0.358)  0.008
H (0.810, -4.475, 0.215)  0.002
H (-0.007, -3.261, 1.230)  0.003
H (1.628, -2.954, 0.601)  0.000
C (0.701, -1.796, -1.700)  0.027
C (2.168, -1.549, -1.762)  0.004
H (2.614, -1.460, -0.759)  0.000
H (2.432, -0.655, -2.340)  0.000
H (2.662, -2.409, -2.249)  0.002
C (-2.629, -2.319, -3.399)  0.001
H (-2.557, -3.070, -4.201)  0.000
H (-2.791, -1.349, -3.886)  0.000
H (-3.526, -2.566, -2.816)  0.000
C (0.050, -0.750, -4.031)  0.002
H (0.922, -0.094, -3.928)  0.000
H (-0.792, -0.110, -4.325)  0.000
H (0.249, -1.441, -4.874)  0.000
C (-2.096, -2.736, 3.849)  -0.008
H (-1.995, -3.767, 4.206)  -0.001
C (-1.981, -1.662, 4.770)  0.049
H (-1.853, -1.914, 5.833)  0.003
C (-2.079, -0.345, 4.299)  0.002
H (-2.015, 0.482, 5.037)  0.000
C (-2.303, -0.158, 2.928)  0.073
H (-2.606, 0.789, 2.501)  0.003
C (-2.019, -1.289, 2.028)  0.136
C (-1.938, -1.287, 0.607)  1.015
H (-2.918, -0.817, 0.188)  0.032
C (-2.217, 1.762, -0.468)  0.074
C (-4.125, 2.680, -0.203)  0.003
H (-5.147, 2.574, 0.155)  0.000
C (-3.713, 3.180, -1.389)  0.001
H (-4.172, 3.839, -2.060)  0.000
N (-2.434, 2.625, -1.570)  0.011
C (-1.676, 2.743, -2.752)  0.006
C (-2.397, 2.686, -3.965)  0.001
C (-1.702, 2.905, -5.167)  0.000
H (-2.222, 2.861, -6.132)  0.000
C (-0.331, 3.196, -5.133)  0.000
C (0.331, 3.679, -6.370)  0.000
H (1.379, 3.370, -6.377)  0.000
H (0.292, 4.776, -6.358)  0.000
H (-0.191, 3.307, -7.251)  0.000
C (0.383, 3.222, -3.937)  0.000
H (1.455, 3.495, -3.959)  0.000
C (-0.269, 2.971, -2.726)  0.006
C (0.490, 2.925, -1.433)  0.013
H (0.006, 3.528, -0.656)  0.000
H (1.523, 3.279, -1.560)  0.001
H (0.557, 1.882, -1.049)  0.007
C (-3.794, 2.133, -3.964)  0.000
H (-4.549, 2.720, -3.423)  0.000
H (-3.793, 1.115, -3.542)  0.000
H (-4.181, 2.064, -4.982)  0.000
C (1.544, -1.208, 5.402)  0.001
C (1.728, -0.043, 4.414)  0.000
C (2.775, 0.958, 4.925)  0.000
P (1.824, -0.564, 2.638)  0.000
C (1.754, 0.908, 1.485)  -0.002
C (0.930, 2.011, 2.155)  0.000
C (3.030, 1.458, 0.828)  0.000
C (3.351, -1.507, 2.359)  0.000
C (4.663, -0.847, 2.780)  0.000
C (3.202, -2.908, 2.974)  0.000
H (2.468, -1.775, 5.587)  0.000
H (0.753, -1.898, 5.085)  0.001
H (1.228, -0.765, 6.356)  0.000
H (0.756, 0.487, 4.386)  0.000
H (3.243, 1.578, 4.150)  0.000
H (2.240, 1.634, 5.609)  0.000
H (3.569, 0.473, 5.513)  0.000
H (1.117, 0.482, 0.674)  -0.002
H (1.425, 2.440, 3.035)  0.000
H (0.749, 2.833, 1.453)  0.000
H (-0.055, 1.644, 2.466)  0.000
H (3.544, 0.703, 0.218)  0.000
H (2.732, 2.267, 0.141)  0.000
H (3.747, 1.881, 1.550)  0.000
H (3.373, -1.583, 1.253)  0.000
H (4.799, -0.819, 3.866)  0.000
H (5.456, -1.481, 2.369)  0.000
H (4.802, 0.159, 2.370)  0.000
H (3.935, -3.549, 2.467)  0.000
H (3.421, -2.891, 4.052)  0.000
H (2.195, -3.319, 2.804)  0.000

Cartesian forces (eV/Å) of the 2 atoms listed first:
0.0 -0.2 0.3
1.8 0.1 -0.1

=====

E_tot (eV)
-88794.2791 -107807.7482 -56690.6102
Energy relative to the best compared isomer or geometry (same formula, charge and spin) (kcal/mol)
8.1 0.0 0.0